(1)
{
  "formula": "C52H45MnN2OP2",
  "method": "ωB97M-V/def2-TZVPD",
  "s_squared": 6.047,
  "e_homo_ev": [-12.8, -12.8],
  "de_lowest_kj_mol": 544.38,
  "homo_lumo_gap_ev": [7.52, 7.03],
  "multiplicity": 5,
  "charge": 2,
  "elements": ["H", "C", "C", "H", "C", "H", "C", "C", "C", "C", "N", "C", "C", "C", "H", "H", "H", "C", "H", "H", "C", "C", "H", "H", "H", "H", "C", "C", "C", "H", "H", "C", "C", "C", "C", "H", "C", "C", "C", "H", "H", "H", "C", "C", "C", "C", "H", "C", "H", "C", "H", "H", "C", "H", "C", "H", "C", "C", "H", "C", "H", "H", "C", "C", "H", "C", "H", "C", "H", "H", "C", "H", "H", "C", "C", "C", "H", "C", "H", "H", "H", "C", "H", "H", "H", "C", "H", "H", "H", "N", "P", "C", "C", "C", "P", "C", "Mn", "H", "H", "C", "C", "O", "C"],
  "positions_angstrom": [[3.02313, 0.92439, 1.32024], [-2.15056, -2.22182, 2.30688], [-0.04426, 5.61826, -0.41057], [-6.47907, -1.87720, -0.03492], [0.41258, 2.09879, 2.97374], [-5.42099, -0.31831, -4.62259], [0.41039, 0.33840, 4.65162], [2.13529, -2.90574, -1.88033], [2.98191, -1.65912, -1.82848], [-4.63327, -1.42555, -0.83000], [2.65351, -0.71059, -0.70495], [4.10426, 0.22272, -2.88569], [-5.95570, -1.26394, -0.76279], [-0.48514, 4.35079, 3.56864], [-7.68006, 0.03902, -1.08133], [-1.00873, 0.56962, -4.68397], [-0.37402, 5.42804, 3.45260], [1.65991, -2.70601, 1.79279], [3.61830, 2.05470, 0.09644], [2.32523, -5.92975, 2.60742], [0.33791, -0.22222, 2.30252], [-6.51923, -0.02602, -2.81984], [3.06306, -1.08654, 1.99580], [-2.56500, 2.49245, -1.18456], [0.43583, 0.03916, 5.69246], [-4.18311, -2.17171, -0.19058], [-3.81406, 0.86241, -1.95739], [2.49726, -4.87198, 2.44869], [-2.89141, -0.12666, -4.08317], [-5.37438, -1.68414, -3.51518], [2.44502, 3.18576, -2.29266], [-0.11973, 4.64187, -1.38483], [2.59694, 2.12814, -2.47659], [0.43793, 1.67034, 4.29833], [0.37318, -0.60097, 3.64403], [-0.26222, 4.93422, -2.41790], [3.69324, 0.00744, -0.48923], [-1.58934, 1.46372, -2.75118], [2.90949, -2.15456, 2.08412], [-1.50815, 4.07889, 3.29772], [-4.24537, -4.86102, 1.90147], [2.92072, -1.29305, -3.97708], [4.46185, -1.78484, -1.69766], [0.17354, 5.21471, 0.88135], [3.94108, -2.95429, 2.54665], [1.96517, 4.03278, 3.06443], [2.17187, 3.84986, 4.12197], [1.45693, -4.07000, 1.99008], [4.76876, 1.07573, 0.99859], [4.75463, -0.33906, -1.50713], [1.07961, -2.69088, -2.06177], [2.22359, -3.47009, -0.95123], [0.34818, 1.14476, 1.96471], [-0.63547, -3.93363, -0.20270], [-3.96898, -0.14449, -3.07588], [4.54709, -4.94876, 3.07611], [-2.26251, -0.93593, -1.38623], [-2.46363, -4.51104, 0.75079], [0.27117, 5.96714, 1.65426], [0.53394, 3.58143, 2.70548], [-7.17020, 0.66504, -3.34465], [0.48893, -4.51729, 1.80859], [-3.25084, -3.05425, 2.49579], [-6.78578, -0.35041, -1.55773], [4.65339, 2.36679, -2.79648], [1.49962, -0.00337, -3.01828], [0.65581, -0.52229, -3.45777], [-2.61738, 1.70438, -1.92765], [-2.03671, -1.34262, 2.92880], [4.84405, 0.04041, -3.66261], [2.84769, -0.69030, -3.07243], [-3.05989, -0.68130, -5.00151], [-0.34484, 4.14336, 4.62843], [3.81509, 1.67692, -2.74582], [0.28527, 3.86939, 1.23825], [0.20270, 2.89268, 0.25132], [0.50507, 2.41276, 5.08367], [-3.39757, -4.20552, 1.73631], [4.90075, -2.51219, 2.78817], [5.76582, 0.00744, -1.31812], [2.09231, 5.10149, 2.87312], [3.77591, 1.07327, 0.54574], [2.70567, 3.48909, 2.47123], [5.08939, -2.53153, -2.17394], [-4.70461, 1.24525, -1.48034], [1.38177, 1.27822, -2.60906], [-0.13545, 6.66818, -0.66180], [2.47675, -3.53746, -2.70179], [-3.98594, -2.80532, 3.25251], [-1.12900, -0.84010, -1.26988], [0.35966, -1.61518, 1.13588], [-1.37013, -3.68026, 0.55701], [-1.76938, 0.57482, -3.90853], [-1.18626, -2.54557, 1.35696], [-0.05529, 2.41103, -2.71118], [0.00611, 3.27829, -1.09983], [0.66320, -0.45250, -0.80534], [-2.58175, -5.40192, 0.14433], [0.38818, -1.65669, 3.88862], [-5.34779, -0.59213, -3.57249], [3.73957, -4.32044, 2.71829], [0.32622, 1.51513, 0.59581], [-3.63818, -0.67091, -1.64305]],
  "forces_ev_per_angstrom": [[0.0, 0.0, 0.0], [0.0, -0.1, 0.1], [0.0, 0.1, 0.0], [0.0, 0.0, 0.0], [0.0, 0.0, -0.1], [0.0, 0.0, -0.1], [0.0, 0.0, 0.1], [0.1, -0.1, 0.1], [0.1, 0.2, -0.1], [0.3, 0.1, -0.1], [0.0, -0.3, -0.2], [0.0, 0.0, 0.2], [-0.2, 0.1, -0.1], [-0.1, 0.0, 0.0], [0.0, 0.0, 0.0], [-0.1, 0.0, 0.0], [0.0, -0.1, 0.0], [0.1, 0.0, -0.1], [0.0, 0.0, -0.1], [0.0, 0.1, 0.0], [0.0, 0.0, -0.1], [0.1, 0.0, -0.1], [0.0, -0.1, 0.0], [0.0, -0.1, 0.0], [0.0, 0.0, -0.1], [0.1, -0.1, 0.1], [0.0, 0.0, 0.0], [0.0, 0.0, 0.0], [-0.1, -0.1, 0.0], [0.0, 0.0, 0.0], [0.0, 0.0, 0.0], [0.0, 0.0, 0.0], [-0.2, 0.0, 0.1], [0.0, 0.0, 0.1], [0.0, 0.0, 0.0], [0.0, 0.0, 0.0], [0.1, 0.0, 0.1], [0.2, -0.2, -0.3], [0.0, 0.0, 0.1], [0.1, 0.0, 0.0], [0.1, 0.0, 0.0], [0.0, 0.1, -0.1], [0.1, -0.1, 0.0], [0.0, 0.1, 0.0], [0.0, 0.0, 0.0], [0.0, 0.0, 0.0], [0.0, 0.0, -0.1], [0.0, 0.0, 0.0], [0.0, 0.0, 0.0], [-0.1, 0.0, -0.2], [-0.1, 0.0, 0.0], [0.0, 0.0, 0.0], [0.0, 0.1, -0.1], [-0.1, 0.0, 0.0], [0.0, 0.0, 0.1], [-0.1, 0.1, 0.0], [-1.2, 0.2, -0.1], [0.0, 0.0, 0.0], [0.0, -0.1, -0.1], [0.0, 0.0, 0.0], [0.0, -0.1, 0.0], [0.1, 0.0, 0.0], [0.0, 0.0, 0.0], [0.0, -0.1, 0.2], [-0.1, -0.1, 0.0], [0.3, -0.2, -0.2], [-0.1, -0.1, 0.1], [-0.2, 0.0, 0.2], [0.0, 0.0, 0.0], [0.0, 0.0, -0.1], [0.0, 0.0, 0.2], [0.0, 0.0, 0.1], [0.0, 0.0, -0.1], [0.2, -0.2, 0.0], [0.0, 0.0, 0.1], [-0.1, 0.0, 0.1], [0.0, -0.1, -0.1], [-0.1, 0.0, -0.1], [-0.1, 0.0, 0.0], [0.0, 0.0, 0.0], [0.0, -0.1, 0.0], [0.0, 0.0, 0.0], [0.0, 0.0, 0.0], [-0.1, 0.2, 0.1], [-0.1, 0.0, 0.0], [-0.2, 0.5, -0.1], [0.0, -0.1, 0.0], [0.0, 0.0, 0.0], [0.1, 0.0, -0.1], [-0.1, -0.4, -0.2], [-0.3, -0.1, 0.4], [0.0, 0.0, 0.0], [0.1, 0.1, 0.1], [0.0, -0.1, 0.0], [0.2, 0.0, 0.0], [0.0, 0.0, 0.0], [1.4, 0.5, 0.2], [0.0, 0.1, 0.0], [0.0, 0.0, 0.0], [0.0, 0.1, 0.0], [0.0, 0.0, 0.0], [0.0, 0.0, 0.0], [0.0, 0.0, -0.1]]
}



(2)
{
  "formula": "C4H11NO",
  "method": "ωB97M-V/def2-TZVPD",
  "e_homo_ev": [-7.1, -6.6],
  "de_lowest_kj_mol": 1003.19,
  "homo_lumo_gap_ev": [7.65, 6.86],
  "elements": ["H", "C", "H", "H", "H", "H", "H", "O", "H", "N", "C", "H", "C", "H", "C", "H", "H"],
  "positions_angstrom": [[1.37084, 1.82389, 0.53215], [0.04006, -0.28200, -0.86774], [0.09492, -0.31857, 2.25209], [-0.27416, 1.76312, 0.63966], [-0.38181, 1.19794, -2.37899], [-0.79471, -2.70860, -0.55122], [1.01961, 0.06759, -1.21660], [0.69953, -1.54342, 0.11796], [0.64474, 1.28243, 2.82175], [0.56934, 1.19983, 0.59833], [-0.62037, -1.60714, -0.39331], [-0.96277, -0.33979, -2.80345], [0.82355, 0.47623, 2.11023], [-1.41343, -2.01880, 0.30851], [-0.85168, 0.31349, -1.93490], [-1.77160, 0.66350, -1.46046], [1.80795, 0.03031, 2.22598]],
  "forces_ev_per_angstrom": [[-0.2, 0.0, -0.5], [-0.9, -1.8, -2.6], [0.0, 0.2, -0.4], [0.1, 0.1, 0.4], [0.0, 0.3, 0.1], [0.9, 0.0, -3.5], [0.6, -2.0, -0.4], [0.8, 0.8, 3.1], [0.2, -0.1, 0.1], [0.3, -1.8, 3.2], [1.5, -3.5, 1.0], [-0.2, -0.6, 0.7], [-1.3, 1.4, -2.2], [-0.5, 3.4, 1.2], [-0.7, 3.5, 1.1], [-0.6, -0.4, -0.7], [0.0, 0.3, -0.6]]
}



(3)
{
  "formula": "C3H9NS2",
  "method": "ωB97M-V/def2-TZVPD",
  "s_squared": 0.754,
  "e_homo_ev": [0.0, -3.2],
  "de_lowest_kj_mol": 170.91,
  "homo_lumo_gap_ev": [3.50, 6.65],
  "multiplicity": 2,
  "charge": -1,
  "elements": ["C", "C", "N", "C", "H", "H", "H", "S", "H", "H", "H", "H", "S", "H", "H"],
  "positions_angstrom": [[1.47806, -2.71575, 2.36624], [-0.32742, 0.48578, -2.42227], [2.74438, -2.77268, 1.71264], [0.25920, -2.84018, 1.85622], [-0.90590, 1.18345, -3.03723], [-0.63385, -2.45788, 2.32934], [2.58105, -3.07313, 0.76038], [-2.01356, 2.23877, -0.51028], [3.09999, -1.83229, 1.79978], [1.60930, -2.39958, 3.40076], [0.06165, -3.34425, 0.91321], [-1.44136, 3.43994, -0.57011], [0.00881, 1.44944, -0.90850], [0.64517, 0.26164, -2.84186], [-0.97404, -0.35687, -2.19283]],
  "forces_ev_per_angstrom": [[0.2, 0.9, 0.4], [-0.5, 1.3, 0.6], [-1.1, -1.2, 0.5], [-0.2, -0.7, -0.4], [0.2, -0.3, -0.4], [0.1, -0.4, 0.6], [0.4, 0.5, -0.2], [-2.4, 0.9, 0.4], [0.4, 0.0, -0.5], [-0.2, 0.3, -0.2], [0.3, 0.5, -0.3], [-0.2, 0.1, 0.0], [2.9, -1.3, -0.1], [-0.2, -0.4, -0.3], [0.3, -0.4, -0.1]]
}